Run i
Below is a 2-piece molecular cluster, C5H14 overall, with properties calculated with the ωB97M-V functional and the def2-TZVPD basis.

The spin multiplicity is 1. The highest occupied orbital energy is -10.9673 eV. The SMILES is CCC.CC. The LUMO energy is 0.043 Eh. For the orbital gap, the calculation gives 12.13 eV. Its molecular weight is 74.167 g mol⁻¹.

Cartesian coordinates (Å):
C -1.679 -0.029 -1.329
C -2.133 -1.451 -1.000
H -2.266 0.462 -2.104
H -1.647 0.567 -0.422
H -0.667 -0.026 -1.740
H -1.394 -1.924 -0.363
H -2.454 -1.983 -1.896
H -3.079 -1.446 -0.452
C 1.638 0.038 0.729
C 2.143 1.252 0.002
C 0.491 0.200 1.682
H 1.489 -0.735 -0.036
H 2.421 -0.395 1.368
H 2.442 2.016 0.737
H 0.390 1.150 2.208
H -0.544 0.063 1.325
H 1.358 1.734 -0.582
H 3.052 1.091 -0.572
H 0.439 -0.582 2.445

Mulliken atomic charge list, values in e, 2 entries: C -0.71; C -0.89

---

Run ii
Below is a 2-piece molecular cluster, C5H14 overall, with properties calculated with the ωB97M-V functional and the def2-TZVPD basis.

The spin multiplicity is 1. The highest occupied orbital energy is -11.3910 eV. The SMILES is CCC.CC. The LUMO energy is 0.041 Eh. For the orbital gap, the calculation gives 12.52 eV. Its molecular weight is 74.167 g mol⁻¹.

Cartesian coordinates (Å):
C -0.922 2.105 -0.948
C -1.949 3.247 -0.819
H -0.206 2.360 -1.735
H -0.297 1.993 -0.064
H -1.435 1.190 -1.217
H -2.417 3.243 0.163
H -2.750 3.099 -1.553
H -1.488 4.211 -0.999
C 0.637 -1.568 0.970
C 1.480 -2.761 1.405
C 0.824 -1.162 -0.485
H 0.908 -0.719 1.587
H -0.423 -1.731 1.115
H 2.529 -2.498 1.279
H 1.304 -2.971 2.455
H 0.791 -2.016 -1.168
H 1.795 -0.717 -0.752
H 1.295 -3.678 0.840
H 0.052 -0.465 -0.792

Mulliken atomic charge list, values in e, 2 entries: C -0.72; C -0.93

---

Tell me which of them is the least stable. Sure, it is run i.

---

Run i
Below is a 2-piece molecular cluster, C5H14 overall, with properties calculated with the ωB97M-V functional and the def2-TZVPD basis.

The spin multiplicity is 1. The highest occupied orbital energy is -11.4599 eV. The SMILES is CCC.CC. The LUMO energy is 0.042 Eh. For the orbital gap, the calculation gives 12.60 eV. Its molecular weight is 74.167 g mol⁻¹.

Cartesian coordinates (Å):
C -0.758 2.165 1.735
C -1.700 1.010 2.050
H -0.442 2.700 2.626
H 0.184 1.829 1.292
H -1.166 2.934 1.075
H -2.395 0.794 1.242
H -2.265 1.234 2.956
H -1.128 0.119 2.313
C 0.420 -1.463 -1.701
C 0.337 -0.018 -1.212
C 1.779 -2.103 -1.392
H -0.381 -2.021 -1.202
H 0.221 -1.488 -2.768
H 1.154 0.603 -1.573
H 0.391 -0.018 -0.120
H 2.533 -1.786 -2.125
H 2.142 -1.779 -0.421
H -0.616 0.473 -1.392
H 1.688 -3.184 -1.382

Mulliken atomic charge list, values in e, 2 entries: C -0.82; C -0.82

---

Run ii
Below is a 2-piece molecular cluster, C5H14 overall, with properties calculated with the ωB97M-V functional and the def2-TZVPD basis.

The spin multiplicity is 1. The highest occupied orbital energy is -10.9743 eV. The SMILES is CCC.CC. The LUMO energy is 0.040 Eh. For the orbital gap, the calculation gives 12.06 eV. Its molecular weight is 74.167 g mol⁻¹.

Cartesian coordinates (Å):
C -0.518 1.541 1.633
C 0.454 0.500 1.029
C -0.964 2.624 0.695
H -0.040 1.960 2.536
H -1.380 1.005 2.057
H 1.211 1.032 0.409
H 1.069 0.088 1.813
H -1.989 2.975 0.819
H -0.819 2.378 -0.356
H 0.043 -0.291 0.420
H -0.306 3.487 0.839
C 0.258 -2.473 -2.258
C 0.722 -2.028 -0.915
H -0.111 -1.617 -2.834
H 0.913 -3.117 -2.865
H -0.626 -3.145 -2.230
H 1.297 -1.100 -0.906
H -0.241 -1.731 -0.479
H 1.240 -2.779 -0.320

Mulliken atomic charge list, values in e, 2 entries: C -0.21; C -0.86

---

Run iii
Below is a 2-piece molecular cluster, C5H14 overall, with properties calculated with the ωB97M-V functional and the def2-TZVPD basis.

The spin multiplicity is 1. The highest occupied orbital energy is -11.2944 eV. The SMILES is CCC.CC. The LUMO energy is 0.042 Eh. For the orbital gap, the calculation gives 12.43 eV. Its molecular weight is 74.167 g mol⁻¹.

Cartesian coordinates (Å):
C 0.830 -2.205 -1.162
C 2.049 -1.741 -0.378
H -0.118 -1.837 -0.786
H 1.036 -1.874 -2.190
H 0.672 -3.279 -1.259
H 3.054 -2.010 -0.690
H 1.940 -2.131 0.651
H 1.968 -0.663 -0.250
C -1.246 0.756 0.702
C -0.993 1.368 -0.696
C -1.030 1.915 1.692
H -0.435 0.039 0.821
H -2.305 0.556 0.813
H -1.091 0.719 -1.568
H -1.706 2.186 -0.889
H 0.064 2.024 1.740
H -1.275 1.583 2.710
H 0.046 1.709 -0.724
H -1.461 2.883 1.463

Mulliken atomic charge list, values in e, 2 entries: C -0.71; C -0.80

---

Run iv
Below is a 2-piece molecular cluster, C5H14 overall, with properties calculated with the ωB97M-V functional and the def2-TZVPD basis.

The spin multiplicity is 1. The highest occupied orbital energy is -11.0154 eV. The SMILES is CCC.CC. The LUMO energy is 0.043 Eh. For the orbital gap, the calculation gives 12.17 eV. Its molecular weight is 74.167 g mol⁻¹.

Cartesian coordinates (Å):
C 1.498 -1.518 -0.043
C 1.216 -2.711 0.970
H 1.871 -1.827 -1.049
H 0.727 -0.642 -0.268
H 2.241 -0.962 0.428
H 1.411 -3.624 0.445
H 1.723 -2.574 1.946
H 0.263 -2.749 1.467
C -0.829 1.533 -0.944
C -1.601 0.471 -0.236
C -0.404 2.632 -0.054
H 0.035 1.022 -1.377
H -1.447 1.823 -1.883
H -2.324 0.769 0.542
H -1.083 -0.367 0.304
H 0.181 3.397 -0.545
H -1.320 3.235 0.273
H -2.267 -0.162 -0.794
H 0.108 2.254 0.818

Mulliken atomic charge list, values in e, 2 entries: C -0.32; C -0.91

---

Tell me which of them is the least stable. Sure, it is run iv.

---

Run i
Below is a 2-piece molecular cluster, C5H14 overall, with properties calculated with the ωB97M-V functional and the def2-TZVPD basis.

The spin multiplicity is 1. The highest occupied orbital energy is -10.9993 eV. The SMILES is CCC.CC. The LUMO energy is 0.040 Eh. For the orbital gap, the calculation gives 12.10 eV. Its molecular weight is 74.167 g mol⁻¹.

Cartesian coordinates (Å):
C 0.433 -1.391 -2.776
C 1.381 -0.828 -1.726
H -0.591 -1.601 -2.482
H 0.558 -0.931 -3.753
H 0.748 -2.430 -2.960
H 2.371 -0.710 -2.166
H 1.442 -1.476 -0.852
H 1.075 0.161 -1.395
C -0.865 1.293 1.510
C 0.665 1.022 1.346
C -1.728 0.088 1.833
H -1.258 1.803 0.629
H -0.924 2.077 2.270
H 1.118 1.853 1.874
H 1.008 0.040 1.667
H -2.783 0.340 1.897
H -1.360 -0.551 2.632
H 0.909 1.057 0.292
H -1.627 -0.574 0.958

Mulliken atomic charge list, values in e, 2 entries: C -0.94; C -0.59

---

Run ii
Below is a 2-piece molecular cluster, C5H14 overall, with properties calculated with the ωB97M-V functional and the def2-TZVPD basis.

The spin multiplicity is 1. The highest occupied orbital energy is -10.8797 eV. The SMILES is CCC.CC. The LUMO energy is 0.041 Eh. For the orbital gap, the calculation gives 11.99 eV. Its molecular weight is 74.167 g mol⁻¹.

Cartesian coordinates (Å):
C -2.625 0.127 1.257
C -2.858 -1.011 0.252
H -1.571 0.437 1.257
H -3.294 0.950 0.928
H -2.828 -0.071 2.316
H -3.817 -1.010 -0.265
H -2.638 -2.030 0.540
H -2.112 -0.739 -0.497
C 2.401 -0.115 -0.338
C 2.466 1.408 0.038
C 1.184 -0.385 -1.156
H 3.343 -0.383 -0.939
H 2.519 -0.752 0.485
H 2.925 1.902 -0.820
H 0.852 -1.456 -1.012
H 3.021 1.724 0.915
H 1.468 1.698 0.232
H 0.314 0.274 -0.935
H 1.251 -0.569 -2.254

Mulliken atomic charge list, values in e, 2 entries: C -0.65; C -0.66

---

Tell me which of them is the least stable. Sure, it is run ii.

---

Run i
Below is a 2-piece molecular cluster, C5H14 overall, with properties calculated with the ωB97M-V functional and the def2-TZVPD basis.

The spin multiplicity is 1. The highest occupied orbital energy is -11.3009 eV. The SMILES is CCC.CC. The LUMO energy is 0.044 Eh. For the orbital gap, the calculation gives 12.49 eV. Its molecular weight is 74.167 g mol⁻¹.

Cartesian coordinates (Å):
C 0.318 1.031 2.197
C 1.511 0.667 1.289
H 0.279 0.364 3.055
H 0.402 2.069 2.511
H -0.597 0.881 1.626
H 1.538 1.176 0.325
H 1.588 -0.411 1.235
H 2.367 1.063 1.852
C -0.698 -0.736 -1.935
C -0.096 -1.615 -0.794
C -1.336 0.487 -1.332
H 0.150 -0.480 -2.579
H -1.342 -1.439 -2.457
H -0.912 -1.944 -0.155
H -0.605 1.181 -0.896
H -1.864 1.143 -2.033
H -1.888 0.149 -0.448
H 0.475 -2.460 -1.188
H 0.711 -1.125 -0.273

Mulliken atomic charge list, values in e, 2 entries: C -0.72; C -0.84

---

Run ii
Below is a 2-piece molecular cluster, C5H14 overall, with properties calculated with the ωB97M-V functional and the def2-TZVPD basis.

The spin multiplicity is 1. The highest occupied orbital energy is -11.2507 eV. The SMILES is CCC.CC. The LUMO energy is 0.042 Eh. For the orbital gap, the calculation gives 12.40 eV. Its molecular weight is 74.167 g mol⁻¹.

Cartesian coordinates (Å):
C -1.210 3.139 1.408
C -0.004 2.411 0.802
H -0.922 3.635 2.337
H -1.545 3.988 0.806
H -2.047 2.458 1.543
H -0.129 2.161 -0.250
H 0.928 2.925 1.019
H 0.030 1.443 1.301
C 0.612 -2.271 -0.229
C 1.187 -2.607 -1.646
C -0.417 -1.170 -0.387
H 0.164 -3.206 0.113
H 1.520 -2.126 0.336
H 1.579 -1.708 -2.120
H 0.400 -3.060 -2.253
H -1.126 -1.200 0.446
H 0.015 -0.176 -0.364
H 1.976 -3.361 -1.582
H -1.012 -1.275 -1.281

Mulliken atomic charge list, values in e, 2 entries: C -0.88; C -0.69

---

Tell me which of them is the least stable. Sure, it is run i.